[1]
{
  "formula": "C4H12O2S",
  "method": "ωB97M-V with the def2-TZVPD basis set",
  "symbols": ["O", "C", "C", "C", "C", "S", "H", "H", "H", "H", "H", "H", "H", "H", "H", "H", "O", "H", "H"],
  "coordinates": [[0.230658, 2.201316, -1.216942], [-1.008395, 1.527291, -1.479500], [-0.944214, 0.051066, -1.136941], [-0.570067, -0.167117, 0.313742], [-1.053256, -1.464644, 0.984512], [-0.255760, -2.003538, 2.483768], [0.675667, 1.989663, -2.021333], [-1.349854, 1.669607, -2.512317], [-1.863686, 1.976762, -0.965778], [-1.838224, -0.498324, -1.451242], [-0.169882, -0.441563, -1.738070], [0.484711, -0.005018, 0.553852], [-1.079058, 0.614063, 0.911043], [-0.934026, -2.269011, 0.243147], [-2.119585, -1.398949, 1.191039], [0.087796, -0.802771, 2.980857], [3.667041, -0.125588, 0.657635], [4.045211, -1.017325, 0.670131], [3.994927, 0.164089, 1.532403]],
  "forces_ev_per_angstrom": [[-1.5245, -0.2602, 0.2023], [-1.0705, -0.0904, -0.1620], [0.8900, -0.7661, -0.3877], [-0.6443, 0.6594, 2.1549], [-0.4394, -0.1483, -1.6121], [0.6226, -0.0663, 0.4702], [1.2635, 0.1414, -0.6242], [0.5509, -0.1257, -0.2507], [0.5252, 0.2450, 0.6955], [-0.3166, 0.3686, 0.3636], [0.1216, 0.2039, -0.1664], [0.0276, -0.1454, -0.5651], [0.2304, 0.0509, -0.2452], [0.0408, -0.1124, 0.4017], [-0.1067, 0.0713, -0.1559], [-0.1353, -0.0233, -0.1086], [0.7214, -0.3382, 1.0875], [-0.2979, 0.0131, -0.4938], [-0.4587, 0.3228, -0.6041]],
  "mulliken_charge": [-0.480, -0.855, -0.446, -0.454, -0.607, -0.259, 0.320, 0.354, 0.379, 0.383, 0.299, 0.273, 0.310, 0.314, 0.368, 0.104, -0.631, 0.315, 0.314],
  "e_above_lowest_kcal_mol": 14.2,
  "homo_lumo_gap_ev": 9.6,
  "smiles": "OCCCCS.O",
  "total_energy_ha": -708.23630
}

***

[2]
{
  "formula": "C4H12O3",
  "method": "ωB97M-V with the def2-TZVPD basis set",
  "symbols": ["C", "C", "O", "C", "C", "H", "H", "H", "H", "H", "H", "H", "H", "H", "H", "O", "H", "H", "O"],
  "coordinates": [[2.520426, 0.929619, -0.525515], [-1.383866, 1.333461, -0.502216], [-2.552824, 0.430854, -0.205879], [0.024119, 0.861613, -0.475511], [1.214514, 1.511352, -0.348444], [3.063319, 1.189760, -1.405612], [3.199424, 1.234109, 0.415486], [2.404359, -0.156652, -0.402576], [-1.635918, 1.518777, -1.592585], [-1.774371, 2.157144, 0.072513], [-2.332160, 0.048091, 0.683289], [0.147748, -0.143621, -0.798701], [1.281758, 2.468588, 0.125628], [0.582153, -4.591831, -2.261434], [0.719988, -3.479710, -1.261972], [0.186079, -3.831979, -1.922970], [-1.481079, -1.055334, 3.142574], [-2.020228, 0.012925, 4.003347], [-2.163434, -0.437169, 3.260587]],
  "forces_ev_per_angstrom": [[1.9761, -1.2739, 3.0076], [-2.9658, -0.2196, -1.4924], [2.2588, -0.7900, 1.0068], [1.4265, 0.4947, 0.3820], [-2.8261, 0.6712, 0.6070], [0.3157, 0.1312, -0.6853], [-1.1658, -0.4917, -1.9446], [0.4280, -0.0284, -0.5103], [0.4837, 0.2202, 0.9893], [1.3609, 1.0556, 0.1413], [-0.4655, 0.2769, -0.8223], [-0.2480, -0.9131, -0.4191], [-0.5948, 0.8671, -0.1260], [1.1876, -1.8772, -0.6727], [1.5643, 0.9200, 1.9097], [-2.7699, 0.9709, -1.2028], [1.7947, -1.4095, -0.2159], [1.1697, 2.8247, 4.7931], [-2.9300, -1.4290, -4.7452]],
  "mulliken_charge": [-1.541, -0.976, -0.249, -0.588, 0.555, 0.371, 0.225, 0.477, 0.169, 0.364, 0.211, 0.001, 0.483, 0.387, 0.481, -1.029, 0.633, 0.526, -1.501],
  "s_squared": 0.75,
  "multiplicity": 2,
  "e_above_lowest_kcal_mol": 62.7,
  "homo_lumo_gap_ev": [2.6, 9.3],
  "charge": -1,
  "total_energy_ha": -385.19840
}

***

[3]
{
  "formula": "C4H12O3",
  "method": "ωB97M-V with the def2-TZVPD basis set",
  "symbols": ["C", "C", "C", "C", "O", "H", "H", "H", "H", "H", "H", "H", "H", "O", "H", "H", "O", "H", "H"],
  "coordinates": [[-0.906195, 1.433620, 1.317882], [-0.220026, 0.733009, 0.194701], [0.129118, -0.557377, 0.196741], [0.715668, -1.191989, -1.049927], [1.413899, -2.400004, -0.817897], [-1.965466, 1.185604, 1.417883], [-0.799846, 2.509885, 1.205434], [-0.500190, 1.115122, 2.281480], [-0.185283, 1.186734, -0.793679], [-0.048272, -1.211481, 1.046483], [-0.099595, -1.440301, -1.751968], [1.290892, -0.454158, -1.599854], [1.075570, -2.840915, -0.017545], [-3.024618, -0.235480, -0.657114], [-3.645160, -0.699362, -1.249649], [-2.175291, -0.604187, -0.506382], [3.153180, 1.485855, 0.392892], [2.302886, 1.103617, 0.647301], [3.488735, 0.881808, -0.256779]],
  "forces_ev_per_angstrom": [[0.0381, 0.0396, 0.4966], [-0.6685, -1.2226, -0.1988], [0.3885, 0.3942, -0.5250], [-1.5147, -0.5063, 0.0085], [0.5232, -0.0499, 0.4870], [-0.0669, 0.1112, -0.5286], [-0.0757, 0.0454, 0.2083], [0.2829, 0.1951, -0.0766], [0.2963, 0.5395, 0.2530], [0.1667, 0.0993, 0.1922], [-0.1103, 0.1116, 0.1542], [0.6874, -0.1746, 0.1314], [0.1355, 0.4410, -0.5648], [-2.1901, 1.2357, -0.1709], [1.2326, -0.1288, 0.5042], [0.9020, -1.0882, -0.3560], [-0.4292, 0.3561, 0.4991], [0.0547, 0.0591, -0.0105], [0.3476, -0.4574, -0.5034]],
  "mulliken_charge": [-1.121, -0.137, -0.524, -0.075, -0.519, 0.285, 0.356, 0.318, 0.301, 0.274, 0.200, 0.301, 0.311, -0.642, 0.295, 0.384, -0.664, 0.331, 0.326],
  "e_above_lowest_kcal_mol": 30.8,
  "homo_lumo_gap_ev": 10.4,
  "smiles": "C/C=C/CO.O.O",
  "total_energy_ha": -385.27272
}

***

[4]
{
  "formula": "C4H12O3",
  "method": "ωB97M-V with the def2-TZVPD basis set",
  "symbols": ["C", "C", "C", "C", "O", "H", "H", "H", "H", "H", "H", "H", "H", "O", "H", "H", "O", "H", "H"],
  "coordinates": [[-2.143426, 0.673536, 0.668920], [-1.059871, -0.179622, 1.280119], [0.296404, -0.079551, 1.073948], [1.172490, -1.274792, 1.027057], [0.838732, 1.115117, 1.226130], [-2.851234, 1.054041, 1.366705], [-2.741957, -0.068085, -0.024846], [-1.874955, 1.476476, -0.021504], [-1.332925, -1.186592, 1.692425], [1.698509, -1.406359, 1.921261], [1.935116, -1.289287, 0.078289], [0.533690, -2.184936, 0.962162], [0.379688, 1.845809, 0.804699], [2.541547, 0.596811, -2.351216], [1.610657, 0.753241, -2.106422], [2.555046, -0.291328, -2.679386], [-0.599186, -0.113791, -1.966878], [0.054744, -0.157248, -1.187296], [-1.013070, 0.716560, -1.764167]],
  "forces_ev_per_angstrom": [[-0.9379, -1.9344, -1.1604], [1.2498, -1.9125, -0.9149], [-3.7785, -0.7944, 1.6175], [0.5497, -0.9626, -2.6135], [2.7724, 1.9623, -1.2035], [-0.5987, 0.4375, 0.6255], [0.9683, 1.3877, 1.2970], [0.5104, 0.1131, 0.3870], [-0.3143, 0.8455, -1.1432], [1.4344, 0.0570, 1.2528], [-1.8258, 0.2502, 2.3566], [0.4037, 0.7245, -0.2917], [-0.3952, -0.0301, 0.1105], [-0.5195, 0.8688, 0.6132], [0.5719, -0.1195, -0.4099], [-0.0332, -0.7536, -0.3602], [2.1725, -0.3116, 1.5272], [-1.5667, -0.4484, -1.5271], [-0.6633, 0.6202, -0.1627]],
  "mulliken_charge": [-1.229, 0.131, 0.190, -1.089, -0.452, 0.373, 0.252, 0.316, 0.257, 0.442, 0.228, 0.299, 0.333, -0.617, 0.354, 0.314, -0.612, 0.174, 0.336],
  "e_above_lowest_kcal_mol": 52.8,
  "homo_lumo_gap_ev": 8.6,
  "smiles": "C/C=C(/C)O.O.O",
  "total_energy_ha": -385.23762
}

***

[5]
{
  "formula": "C4H12O3",
  "method": "ωB97M-V with the def2-TZVPD basis set",
  "symbols": ["C", "C", "C", "C", "O", "H", "H", "H", "H", "H", "H", "H", "H", "O", "H", "H", "O", "H", "H"],
  "coordinates": [[2.304405, -0.599921, 1.682621], [1.814541, -0.751315, 0.185761], [0.499628, -1.110811, -0.092759], [-0.055730, -1.122694, -1.516889], [0.350659, -0.055705, -2.342934], [1.387423, -0.695964, 2.305858], [2.922113, 0.297577, 1.952486], [2.981987, -1.447900, 1.821521], [2.457029, -0.565579, -0.599799], [-0.231526, -1.244148, 0.700279], [0.368720, -1.980500, -2.064248], [-1.201641, -1.238452, -1.402533], [-0.225206, 0.657958, -2.114791], [-1.495605, -0.668667, 2.116661], [-1.163137, 0.036258, 2.670126], [-2.374615, -0.707584, 2.405640], [-2.613109, 3.409299, -1.799019], [-2.371579, 4.282619, -1.456480], [-3.354364, 3.505523, -2.451502]],
  "forces_ev_per_angstrom": [[-0.3752, -0.3736, -1.5362], [-4.0899, -0.5213, 2.6779], [2.8075, 1.4600, 0.0156], [-0.4630, -1.5215, 0.5544], [-0.0688, -0.1139, 0.0199], [0.9329, 0.0730, -0.1170], [-0.8978, -0.5194, -0.5744], [-0.1778, -0.0414, 0.4864], [1.4316, 0.4343, -1.5136], [0.4610, -0.1510, -0.1711], [-0.5837, -0.1505, 0.3767], [1.6540, 0.2464, -0.6126], [-0.3216, 1.1023, 0.0652], [1.3316, 0.2183, -0.1522], [0.5771, 0.3337, 0.0546], [-2.2393, -0.4461, 0.4265], [-0.7715, 0.0061, -0.6814], [-0.3696, -0.2482, -0.3821], [1.1623, 0.2127, 1.0633]],
  "mulliken_charge": [-0.916, -0.121, -0.136, -0.511, -0.497, 0.198, 0.290, 0.266, 0.447, 0.183, 0.246, 0.294, 0.292, -0.583, 0.275, 0.272, -0.644, 0.322, 0.326],
  "e_above_lowest_kcal_mol": 41.9,
  "homo_lumo_gap_ev": 9.2,
  "smiles": "C/C=C/CO.O.O",
  "total_energy_ha": -385.25495
}

***

[6]
{
  "formula": "C4H12O3",
  "method": "ωB97M-V with the def2-TZVPD basis set",
  "symbols": ["C", "C", "C", "C", "H", "H", "H", "H", "H", "H", "O", "H", "H", "O", "H", "H", "O", "H", "H"],
  "coordinates": [[-2.333853, 1.207924, -1.032173], [-1.173361, 1.048791, -1.655853], [0.107923, 1.337909, -1.017283], [1.328018, 0.946708, -1.377585], [-2.350189, 1.784282, -0.116038], [-3.261048, 0.789240, -1.383035], [-1.137235, 0.408336, -2.538595], [0.000698, 2.116866, -0.264357], [2.143945, 1.443251, -0.885412], [1.492219, 0.229925, -2.175720], [-0.015942, 1.068187, 2.428346], [0.735818, 0.833888, 1.867009], [0.230233, 0.641570, 3.256505], [1.702021, -1.396062, 2.239480], [1.783426, -2.086311, 2.909539], [1.207847, -1.899748, 1.567146], [-0.010283, -2.898039, -0.251445], [-0.913723, -2.651849, -0.474613], [0.463484, -2.924869, -1.095916]],
  "forces_ev_per_angstrom": [[0.1747, 0.5352, 0.1932], [0.2286, -1.9959, 0.1067], [-0.2522, 1.4438, -0.4478], [-0.7040, 0.1670, -0.0236], [-0.1488, -0.1027, 0.1712], [-0.1530, 0.1245, -0.2540], [-0.0177, 0.2566, -0.1027], [0.2548, -0.2017, 0.2591], [0.5063, -0.3652, 0.0655], [0.1310, 0.1047, 0.0709], [0.2767, 0.0727, -0.0029], [-0.2114, -0.0575, -0.0324], [-0.1451, -0.0146, -0.0242], [-0.3188, -0.8955, -0.1701], [0.2499, 0.3101, 0.2369], [0.0285, 0.5392, -0.1913], [0.2476, -0.0351, -0.1817], [0.0381, 0.0731, 0.0237], [-0.1854, 0.0414, 0.3035]],
  "mulliken_charge": [-0.692, -0.303, 0.181, -0.823, 0.229, 0.279, 0.287, 0.318, 0.265, 0.252, -0.622, 0.310, 0.314, -0.624, 0.303, 0.337, -0.640, 0.316, 0.312],
  "e_above_lowest_kcal_mol": 33.4,
  "homo_lumo_gap_ev": 9.5,
  "smiles": "C=CC=C.O.O.O",
  "total_energy_ha": -385.26850
}